C10H12Si | ωB97M-V/def2-TZVPD

Geometry (Å):
C  2.83  1.61  -0.45
C  2.53  1.91  0.83
C  2.19  0.68  -1.34
C  1.45  1.41  1.66
C  1.13  -0.05  -1.03
C  0.51  0.56  1.33
C  0.20  -1.02  -1.42
C  -0.81  -1.38  -0.62
C  -1.85  -2.37  -1.05
C  -2.53  0.56  1.02
Si  -0.95  -0.51  1.07
H  3.68  2.12  -0.88
H  3.16  2.64  1.32
H  2.64  0.60  -2.33
H  1.45  1.82  2.67
H  0.34  -1.48  -2.40
H  -2.70  -1.84  -1.48
H  -2.21  -2.95  -0.21
H  -1.46  -3.05  -1.81
H  -2.77  0.93  2.01
H  -2.40  1.41  0.37
H  -3.38  -0.01  0.66
H  -1.09  -1.56  2.09

Summary:
Multiplicity: 1
LUMO energy (alpha / beta): -0.074 / -0.076 eV
Molar mass: 160.29 Da
ΔE to the lowest compared entry with this formula, charge and spin: 69.0 kcal/mol
Charge: 0
Gap between HOMO and LUMO (alpha / beta): 7.75 / 7.76 eV
DFT total energy: -677.5725 hartree
E_HOMO (alpha / beta): -7.8 / -7.8 eV


C10H13BF3N4O4 | ωB97M-V/def2-TZVPD

Geometry (Å):
C  0.85  -2.68  2.56
C  1.76  -1.94  1.47
O  2.67  -2.65  0.94
N  1.65  -0.52  1.07
C  2.64  -0.18  0.00
C  2.36  -0.21  -1.57
O  3.80  0.12  0.39
C  0.33  -0.17  0.55
C  -0.54  -1.18  -0.29
C  -1.96  -0.66  -0.75
B  -3.01  -1.59  -1.62
N  -3.85  -0.92  -2.68
O  -3.15  -2.99  -1.35
N  -2.32  0.68  -0.37
N  -1.66  1.58  0.35
C  -0.38  1.23  0.81
C  0.48  2.26  1.72
O  1.46  3.00  0.97
C  0.87  3.94  0.08
F  1.70  5.10  0.12
F  0.93  3.49  -1.28
F  -0.42  4.37  0.44
H  -0.01  -3.22  2.05
H  1.52  -3.46  3.09
H  0.51  -1.96  3.39
H  3.26  0.32  -2.06
H  1.44  0.37  -1.90
H  2.30  -1.28  -2.00
H  -0.19  -2.24  -0.53
H  -4.39  -0.19  -2.17
H  -3.19  -0.46  -3.34
H  -3.10  -3.45  -2.22
H  -3.25  0.99  -0.72
H  -0.18  2.89  2.41
H  1.08  1.58  2.43

Summary:
Multiplicity: 1
LUMO energy: -5.984 eV
Molar mass: 321.04 Da
ΔE to the lowest compared entry with this formula, charge and spin: 85.5 kcal/mol
Charge: +1
Gap between HOMO and LUMO: 7.58 eV
DFT total energy: -1232.9228 hartree
E_HOMO: -13.6 eV


C10H13BrN3O3 | ωB97M-V/def2-TZVPD

Geometry (Å):
O  3.88  -2.02  1.28
C  3.90  -0.87  0.59
N  3.76  0.33  -0.04
C  3.25  1.38  0.92
C  4.13  2.23  2.00
N  3.22  3.18  2.76
C  1.80  3.02  2.26
N  1.86  1.92  1.19
C  0.60  1.43  0.47
C  -0.44  0.95  1.68
O  0.06  0.36  2.80
Br  -2.43  1.20  1.65
H  5.30  2.15  2.21
H  3.49  3.87  3.50
H  0.80  3.55  2.54
H  0.89  0.48  -0.17
H  0.14  2.23  -0.26
C  -2.08  -2.82  -2.22
C  -3.30  -2.54  -1.37
C  -3.18  -1.05  -1.13
O  -2.51  -0.49  -2.27
C  -1.98  -1.57  -3.06
H  -2.16  -3.73  -2.81
H  -1.20  -2.91  -1.57
H  -4.21  -2.75  -1.95
H  -3.34  -3.12  -0.45
H  -2.56  -0.84  -0.25
H  -4.15  -0.57  -0.99
H  -2.60  -1.65  -3.96
H  -0.96  -1.34  -3.35

Summary:
Multiplicity: 1
LUMO energy: -4.692 eV
Molar mass: 303.14 Da
Charge: +1
Gap between HOMO and LUMO: 6.96 eV
DFT total energy: -3352.2826 hartree
E_HOMO: -11.7 eV


C10H13BrO2 | ωB97M-V/def2-TZVPD

Geometry (Å):
C  -1.18  -1.39  0.87
C  -0.51  0.66  1.56
C  0.12  -0.64  1.15
C  -1.60  0.71  0.49
C  0.08  0.18  -1.03
C  1.08  -0.51  -0.04
C  -1.06  0.83  -0.90
C  2.26  0.38  0.24
C  1.64  -1.88  -0.30
C  -1.88  1.61  -1.78
O  -1.30  -2.59  1.06
O  -2.21  -0.63  0.50
Br  0.84  0.19  -2.91
H  -0.89  0.57  2.66
H  0.06  1.65  1.56
H  0.51  -1.26  2.05
H  -2.51  1.36  0.76
H  1.85  1.26  0.83
H  2.69  0.76  -0.59
H  2.92  -0.05  0.93
H  0.85  -2.51  -0.32
H  2.30  -2.17  0.43
H  2.31  -1.94  -1.24
H  -2.82  1.09  -1.81
H  -1.59  1.66  -2.81
H  -1.94  2.66  -1.35

Summary:
Multiplicity: 3
LUMO energy (alpha / beta): 0.550 / -2.706 eV
Molar mass: 245.12 Da
ΔE to the lowest compared entry with this formula, charge and spin: 0.0 kcal/mol
Charge: 0
Gap between HOMO and LUMO (alpha / beta): 6.03 / 7.39 eV
DFT total energy: -3113.1218 hartree
E_HOMO (alpha / beta): -5.5 / -10.1 eV


C10H13BrSi | ωB97M-V/def2-TZVPD

Geometry (Å):
C  3.46  -2.11  -0.46
C  2.82  -3.02  0.39
C  3.09  -0.76  -0.44
C  1.84  -2.59  1.21
C  2.01  -0.38  0.33
C  1.37  -1.31  1.14
C  -1.49  0.91  1.30
C  -1.60  0.71  -0.03
C  -2.38  1.77  -0.75
C  -1.24  -0.54  -0.84
Si  -0.56  -0.25  2.51
Br  0.19  1.09  4.05
H  4.21  -2.41  -1.08
H  3.13  -4.04  0.23
H  3.77  0.07  -0.83
H  1.33  -3.33  1.78
H  1.64  0.60  0.38
H  -1.90  1.85  1.75
H  -3.02  1.43  -1.64
H  -3.18  2.29  -0.23
H  -1.87  2.70  -1.09
H  -2.05  -1.22  -1.14
H  -0.55  -1.22  -0.37
H  -0.77  -0.24  -1.82
H  -1.07  -1.44  3.08

Summary:
Multiplicity: 1
LUMO energy: 0.397 eV
Molar mass: 241.20 Da
ΔE to the lowest compared entry with this formula, charge and spin: 58.4 kcal/mol
Charge: 0
Gap between HOMO and LUMO: 9.13 eV
DFT total energy: -3252.2769 hartree
E_HOMO: -8.7 eV


C10H13BrSi | ωB97M-V/def2-TZVPD

Geometry (Å):
C  -0.83  -3.64  0.32
C  -1.59  -2.83  1.14
C  -0.13  -3.09  -0.71
C  -1.74  -1.47  0.87
C  -0.42  -1.74  -1.11
C  -1.19  -0.84  -0.32
C  -0.07  2.26  -0.65
C  1.10  2.17  0.02
C  2.13  3.23  0.13
C  1.64  0.95  0.66
Si  -1.39  0.94  -0.85
Br  -3.14  1.86  0.25
H  -0.74  -4.65  0.57
H  -2.00  -3.29  1.98
H  0.43  -3.70  -1.37
H  -2.33  -0.91  1.51
H  0.24  -1.29  -1.80
H  -0.48  3.26  -0.87
H  3.04  2.75  0.01
H  2.07  4.07  -0.67
H  2.05  3.53  1.20
H  2.34  1.03  1.42
H  2.19  0.40  -0.04
H  0.70  0.47  1.07
H  -1.88  0.54  -2.75

Summary:
Multiplicity: 1
LUMO energy: 0.465 eV
Molar mass: 241.20 Da
ΔE to the lowest compared entry with this formula, charge and spin: 47.8 kcal/mol
Charge: 0
Gap between HOMO and LUMO: 9.62 eV
DFT total energy: -3252.2939 hartree
E_HOMO: -9.1 eV


C10H13Cl3HgN5O | ωB97M-V/def2-TZVPD

Geometry (Å):
Hg  -0.78  0.19  -0.18
C  3.94  -0.18  0.53
N  3.41  1.16  0.43
C  4.29  2.02  -0.35
C  2.04  1.27  0.11
N  1.29  0.25  -0.38
N  1.51  2.50  0.38
C  0.26  3.01  0.25
N  0.19  4.41  0.40
N  -0.86  2.28  0.07
H  4.94  -0.11  0.95
H  4.00  -0.70  -0.44
H  3.33  -0.77  1.21
H  5.32  1.83  -0.04
H  4.07  3.07  -0.16
H  4.21  1.84  -1.43
H  1.81  -0.62  -0.39
H  2.17  3.16  0.76
H  0.89  4.93  -0.12
H  -0.74  4.77  0.25
H  -1.65  2.87  -0.17
Cl  -6.39  -4.59  -0.11
C  -4.88  -3.76  -0.12
C  -4.85  -2.38  -0.14
C  -3.63  -1.75  -0.16
Cl  -3.56  -0.02  -0.20
C  -2.39  -2.42  -0.15
O  -1.23  -1.83  -0.16
C  -2.49  -3.83  -0.13
Cl  -1.02  -4.73  -0.12
C  -3.70  -4.49  -0.12
H  -5.77  -1.81  -0.14
H  -3.72  -5.57  -0.11

Summary:
Multiplicity: 2
LUMO energy (alpha / beta): 0.299 / 0.254 eV
Molar mass: 526.20 Da
ΔE to the lowest compared entry with this formula, charge and spin: 44.2 kcal/mol
Charge: 0
Gap between HOMO and LUMO (alpha / beta): 4.86 / 7.96 eV
DFT total energy: -2271.7973 hartree
E_HOMO (alpha / beta): -4.6 / -7.7 eV


C10H13ClFN5O4S | ωB97M-V/def2-TZVPD

Geometry (Å):
C  3.46  -1.04  -0.06
S  1.93  -0.47  -0.87
C  0.64  -1.72  -0.40
C  0.16  -1.31  1.02
N  -0.61  -0.07  0.95
C  -0.42  0.91  1.87
O  -0.08  0.64  3.01
N  -0.68  2.24  1.52
C  -0.53  3.34  2.48
C  0.91  3.84  2.47
Cl  0.98  5.34  3.50
N  -0.98  2.67  0.24
O  -0.29  2.27  -0.68
N  -0.46  -1.78  -1.40
C  -0.53  -0.89  -2.49
C  -1.45  -1.13  -3.51
F  -1.46  -0.32  -4.61
C  -2.43  -2.17  -3.31
O  -3.17  -2.49  -4.20
N  -2.48  -2.89  -2.17
C  -1.43  -2.77  -1.29
O  -1.42  -3.60  -0.42
H  4.24  -0.31  -0.33
H  3.78  -2.00  -0.45
H  3.35  -1.09  1.05
H  1.10  -2.73  -0.35
H  -0.46  -2.09  1.50
H  1.00  -1.14  1.68
H  -0.70  0.34  0.03
H  -1.19  4.16  2.21
H  -0.82  3.01  3.48
H  1.19  4.08  1.45
H  1.61  3.08  2.95
H  0.17  -0.09  -2.63
H  -2.94  -3.79  -2.21

Summary:
Multiplicity: 1
LUMO energy: -1.057 eV
Molar mass: 353.76 Da
ΔE to the lowest compared entry with this formula, charge and spin: 27.8 kcal/mol
Charge: 0
Gap between HOMO and LUMO: 8.31 eV
DFT total energy: -1921.7699 hartree
E_HOMO: -9.4 eV


Question: What is the multiplicity in the fourth record?
Answer: 3


Question: What is the molar mass in the second record?
Answer: 321.04 Da


Question: What is the molar mass in the second record?
Answer: 321.04 Da